{
  "formula": "C29H43N4O5PPdS",
  "method": "ωB97M-V/def2-TZVPD",
  "symbols": ["Pd", "C", "C", "C", "C", "C", "C", "C", "S", "O", "O", "N", "C", "C", "C", "C", "C", "N", "H", "H", "H", "H", "H", "H", "H", "H", "H", "H", "H", "C", "C", "C", "P", "C", "C", "C", "C", "C", "C", "H", "H", "H", "H", "H", "H", "H", "H", "H", "H", "H", "H", "H", "H", "H", "H", "H", "H", "H", "H", "H", "C", "C", "C", "C", "C", "C", "O", "N", "C", "O", "N", "C", "O", "H", "H", "H", "H", "H", "H", "H", "H", "H", "H", "H"],
  "xyz": [[0.274, 0.127, 0.590], [-6.475, 3.103, -3.021], [-5.595, 2.152, -2.261], [-6.134, 1.073, -1.573], [-5.321, 0.184, -0.884], [-3.950, 0.377, -0.885], [-3.388, 1.448, -1.568], [-4.212, 2.328, -2.246], [-2.896, -0.782, -0.059], [-3.699, -1.441, 0.941], [-2.241, -1.593, -1.053], [-1.756, 0.150, 0.587], [-1.990, 0.919, 1.728], [-3.192, 1.298, 2.312], [-3.118, 2.123, 3.418], [-1.886, 2.548, 3.917], [-0.742, 2.113, 3.274], [-0.812, 1.317, 2.214], [-7.521, 2.978, -2.748], [-6.390, 2.937, -4.096], [-6.192, 4.138, -2.828], [-7.206, 0.929, -1.570], [-5.745, -0.646, -0.338], [-2.316, 1.587, -1.561], [-3.776, 3.167, -2.771], [-4.139, 0.950, 1.929], [-4.033, 2.437, 3.900], [-1.818, 3.195, 4.778], [0.255, 2.386, 3.601], [2.608, -4.135, 1.585], [1.987, -2.775, 1.930], [3.082, -1.761, 2.217], [0.696, -2.196, 0.745], [1.098, -2.675, -0.986], [2.487, -2.158, -1.361], [0.928, -4.135, -1.407], [-0.813, -3.052, 1.348], [-0.763, -4.578, 1.447], [-1.205, -2.494, 2.723], [3.222, -4.461, 2.427], [3.265, -4.061, 0.721], [1.877, -4.916, 1.386], [1.401, -2.896, 2.852], [3.769, -1.671, 1.373], [3.663, -2.091, 3.080], [2.690, -0.770, 2.440], [0.361, -2.083, -1.545], [3.270, -2.813, -0.983], [2.678, -1.150, -0.991], [2.575, -2.139, -2.447], [1.575, -4.811, -0.848], [1.196, -4.223, -2.462], [-0.102, -4.472, -1.308], [-1.576, -2.781, 0.622], [0.006, -4.911, 2.143], [-0.608, -5.077, 0.493], [-1.720, -4.919, 1.846], [-0.708, -3.057, 3.516], [-2.283, -2.594, 2.855], [-0.954, -1.443, 2.852], [3.676, 0.676, -3.386], [3.160, 2.072, -3.095], [2.958, 2.366, -1.610], [2.353, 3.790, -1.467], [2.002, 4.244, -0.062], [4.291, 2.374, -0.890], [5.308, 2.807, -1.380], [4.263, 1.922, 0.405], [3.170, 1.375, 1.087], [3.233, 1.238, 2.289], [2.084, 1.031, 0.331], [1.978, 1.405, -0.978], [0.984, 1.023, -1.604], [3.878, 0.562, -4.450], [2.943, -0.079, -3.105], [4.607, 0.475, -2.857], [2.207, 2.235, -3.599], [3.868, 2.815, -3.466], [1.462, 3.804, -2.098], [3.078, 4.474, -1.916], [1.263, 3.594, 0.409], [1.577, 5.246, -0.104], [2.875, 4.289, 0.590], [5.095, 2.061, 0.964]],
  "homo_ev": [-8.26, -8.25],
  "fmax_ev_per_a": 0.9,
  "orbital_gap_ha": [0.2779, 0.2780],
  "total_charge": 0
}

=====

{
  "formula": "C29H44BBrN7Pd",
  "method": "ωB97M-V/def2-TZVPD",
  "symbols": ["Pd", "C", "C", "C", "C", "N", "N", "B", "N", "N", "C", "C", "C", "C", "C", "C", "C", "C", "N", "N", "C", "C", "C", "C", "C", "C", "C", "C", "C", "C", "C", "C", "H", "H", "H", "H", "H", "H", "H", "H", "H", "H", "H", "H", "H", "H", "H", "H", "H", "H", "H", "H", "H", "H", "H", "H", "H", "H", "H", "H", "H", "H", "H", "H", "H", "H", "H", "H", "H", "H", "H", "H", "Br", "C", "C", "C", "N", "C", "C", "H", "H", "H", "H"],
  "xyz": [[-0.013, 0.005, 1.027], [-1.264, 2.181, -4.325], [-1.264, 2.243, -2.832], [-1.771, 3.230, -2.018], [-1.507, 2.789, -0.703], [-0.889, 1.620, -0.727], [-0.740, 1.287, -2.031], [-0.015, 0.002, -2.496], [-0.739, -1.284, -2.030], [-0.884, -1.618, -0.726], [-1.500, -2.788, -0.701], [-1.767, -3.229, -2.016], [-1.263, -2.242, -2.830], [-1.267, -2.178, -4.323], [-1.885, -3.528, 0.561], [-3.417, -3.616, 0.624], [-1.375, -2.828, 1.814], [-1.305, -4.948, 0.504], [1.475, 0.002, -2.079], [1.873, 0.003, -0.787], [3.195, 0.001, -0.799], [3.674, -0.001, -2.127], [2.542, 0.000, -2.910], [2.445, -0.002, -4.401], [4.052, 0.000, 0.445], [4.933, -1.257, 0.439], [3.212, 0.010, 1.715], [4.952, 1.242, 0.430], [-1.897, 3.528, 0.558], [-1.313, 4.946, 0.506], [-1.396, 2.825, 1.813], [-3.429, 3.619, 0.612], [-1.779, 3.058, -4.718], [-1.774, 1.289, -4.692], [-0.252, 2.166, -4.731], [-2.261, 4.137, -2.334], [-0.044, 0.001, -3.694], [-2.255, -4.137, -2.331], [-1.782, -3.055, -4.716], [-0.255, -2.162, -4.732], [-1.779, -1.286, -4.689], [-3.850, -2.615, 0.682], [-3.730, -4.183, 1.506], [-3.820, -4.107, -0.264], [-1.660, -1.774, 1.806], [-0.286, -2.850, 1.865], [-1.784, -3.314, 2.706], [-1.651, -5.485, -0.381], [-1.606, -5.515, 1.390], [-0.214, -4.910, 0.472], [4.696, -0.003, -2.474], [3.450, -0.003, -4.824], [1.916, 0.877, -4.774], [1.915, -0.880, -4.772], [4.313, -2.153, 0.488], [5.608, -1.254, 1.301], [5.536, -1.312, -0.470], [2.549, -0.857, 1.759], [2.570, 0.893, 1.757], [3.881, 0.003, 2.584], [5.558, 1.281, -0.477], [5.624, 1.237, 1.294], [4.345, 2.149, 0.469], [-0.223, 4.905, 0.479], [-1.618, 5.513, 1.391], [-1.654, 5.485, -0.380], [-0.307, 2.836, 1.865], [-1.693, 1.775, 1.806], [-1.802, 3.317, 2.703], [-3.827, 4.114, -0.276], [-3.746, 4.185, 1.494], [-3.866, 2.620, 0.665], [-0.853, -0.018, 7.960], [-0.537, -0.007, 6.090], [-1.601, -0.010, 5.208], [-1.313, -0.002, 3.850], [-0.072, 0.009, 3.351], [0.930, 0.013, 4.230], [0.756, 0.005, 5.607], [-2.624, -0.020, 5.553], [-2.117, -0.004, 3.126], [1.929, 0.022, 3.814], [1.609, 0.009, 6.271]],
  "homo_ev": -2.57,
  "fmax_ev_per_a": 0.8,
  "orbital_gap_ha": 0.1800,
  "total_charge": -1
}

=====

{
  "formula": "C29H44BaNOSi2",
  "method": "ωB97M-V/def2-TZVPD",
  "symbols": ["C", "C", "C", "H", "C", "C", "H", "C", "C", "C", "H", "C", "C", "H", "H", "H", "H", "H", "H", "Ba", "C", "C", "C", "H", "H", "H", "H", "H", "H", "C", "C", "H", "H", "O", "N", "C", "H", "C", "C", "H", "C", "H", "C", "H", "C", "H", "C", "H", "H", "H", "C", "Si", "C", "C", "C", "Si", "C", "C", "C", "H", "H", "H", "H", "H", "H", "H", "H", "H", "H", "H", "H", "H", "H", "H", "H", "H", "H", "H"],
  "xyz": [[2.609, -0.293, 0.568], [2.341, -0.983, -0.637], [2.105, -0.025, -1.652], [2.352, -2.060, -0.771], [2.229, 1.268, -1.074], [2.545, 1.107, 0.301], [2.165, 2.211, -1.621], [-1.686, -2.441, 1.204], [-0.410, -2.828, 0.702], [-0.429, -2.670, -0.704], [0.418, -3.234, 1.283], [-1.699, -2.159, -1.082], [-2.482, -2.031, 0.104], [1.975, -0.242, -2.709], [2.742, 1.905, 1.018], [2.849, -0.767, 1.521], [-3.536, -1.748, 0.128], [0.366, -2.938, -1.399], [-2.025, -2.521, 2.238], [-0.369, 0.281, 0.339], [-2.153, -1.838, -2.489], [-3.670, -2.068, -2.599], [-1.416, -2.722, -3.515], [-3.903, -3.112, -2.345], [-3.984, -1.860, -3.626], [-4.230, -1.399, -1.933], [-1.557, -3.784, -3.266], [-0.337, -2.506, -3.546], [-1.837, -2.543, -4.515], [-1.774, -0.345, -2.751], [-2.251, 0.233, -4.084], [-0.674, -0.233, -2.706], [-2.223, 0.297, -1.960], [-3.193, -0.233, -4.729], [-1.603, 1.324, -4.600], [-0.431, 2.056, -4.130], [-2.037, 1.683, -5.443], [0.880, 1.520, -4.664], [2.063, 2.211, -4.378], [1.992, 3.173, -3.864], [3.300, 1.665, -4.719], [4.215, 2.193, -4.440], [3.359, 0.449, -5.413], [4.327, 0.018, -5.671], [2.177, -0.197, -5.786], [2.205, -1.124, -6.362], [0.935, 0.347, -5.425], [0.008, -0.139, -5.735], [-0.401, 2.099, -3.026], [-0.542, 3.093, -4.482], [-1.286, 2.918, 4.317], [-1.449, 1.097, 3.851], [-2.104, 0.131, 5.350], [-2.830, 1.041, 2.560], [0.136, 0.328, 3.269], [1.572, 0.376, 4.451], [1.728, -1.381, 5.146], [3.277, 0.841, 3.777], [1.387, 1.544, 5.940], [-2.282, 3.305, 4.584], [-0.917, 3.506, 3.465], [-0.621, 3.108, 5.168], [-3.062, 0.559, 5.681], [-2.287, -0.922, 5.083], [-1.424, 0.135, 6.213], [-2.782, 1.846, 1.807], [-2.922, 0.065, 2.053], [-3.781, 1.211, 3.091], [-0.045, -0.746, 2.992], [1.973, -2.097, 4.349], [2.528, -1.430, 5.900], [0.794, -1.709, 5.624], [3.280, 1.818, 3.276], [3.985, 0.906, 4.619], [3.688, 0.100, 3.082], [1.442, 2.603, 5.649], [0.466, 1.397, 6.522], [2.232, 1.358, 6.623]],
  "homo_ev": -3.78,
  "fmax_ev_per_a": 2.1,
  "orbital_gap_ha": 0.2066,
  "total_charge": -1
}

=====

Taking the records one at a time from the top gives molecular weight values of 697.15 687.86 616.18 g/mol.